{
  "formula": "C4H7N",
  "method": "wB97M-V/def2-TZVPD",
  "species": ["C", "C", "C", "N", "H", "H", "H", "C", "H", "H", "H", "H"],
  "positions_angstrom": [[-0.317309, -0.791660, -2.637907], [-0.907125, -0.195085, -1.668107], [-1.324713, 0.292149, -0.544878], [-2.045450, 0.446592, 0.414760], [-0.697240, -0.933031, -3.585156], [0.693103, -1.162987, -2.583442], [-1.454600, 0.361948, 1.305096], [1.233290, 0.375463, 1.819010], [1.617492, 0.189369, 2.840793], [1.046445, -0.577246, 1.331680], [0.216651, 1.044839, 2.096364], [1.939456, 0.949650, 1.211786]],
  "forces_ev_per_angstrom": [[1.833, -0.388, 0.268], [-0.674, 1.563, 1.729], [0.612, -1.931, -2.639], [0.262, 0.738, 3.269], [-1.357, -0.181, -1.894], [0.399, -0.080, 0.432], [-1.171, 0.244, -1.234], [-2.071, 1.699, 1.730], [0.203, 0.014, -0.702], [-0.447, 0.090, 0.007], [2.697, -1.839, -1.272], [-0.285, 0.071, 0.305]],
  "nbo_charge": [-0.33, -0.16, 0.31, -0.57, 0.20, 0.20, 0.37, -0.85, 0.22, 0.22, 0.19, 0.22],
  "smiles": "C=C=C=N.C",
  "de_lowest_kcal_mol": 79.50,
  "gap_ev": 8.9,
  "e_lumo_ev": 0.19
}

---

{
  "formula": "C10H30N10O20",
  "method": "wB97M-V/def2-TZVPD",
  "species": ["C", "N", "O", "O", "H", "H", "H", "C", "N", "O", "O", "H", "H", "H", "C", "N", "O", "O", "H", "H", "H", "C", "N", "O", "O", "H", "H", "H", "C", "N", "O", "O", "H", "H", "H", "C", "N", "O", "O", "H", "H", "H", "C", "N", "O", "O", "H", "H", "H", "C", "N", "O", "O", "H", "H", "H", "C", "N", "O", "O", "H", "H", "H", "C", "N", "O", "O", "H", "H", "H"],
  "positions_angstrom": [[7.923552, 11.408710, -14.246543], [8.848079, 10.361250, -13.672782], [9.963271, 10.782156, -13.402606], [8.556481, 9.145181, -13.749646], [6.909139, 11.020589, -14.154776], [8.085671, 11.478554, -15.322155], [8.041610, 12.409883, -13.832049], [9.771703, 9.641744, -10.299516], [9.871385, 11.168480, -10.243008], [8.814453, 11.778378, -10.454712], [10.937948, 11.714250, -9.903384], [9.815480, 9.228619, -9.291787], [10.611906, 9.241862, -10.867187], [8.846512, 9.389989, -10.817928], [8.511524, 15.245371, -11.031032], [9.843210, 15.281106, -11.679786], [10.226642, 14.209217, -12.178036], [10.558737, 16.267519, -11.545284], [7.991538, 14.328238, -11.307764], [7.884763, 16.089345, -11.319119], [8.593872, 15.393331, -9.954261], [5.417960, 8.558610, -10.015980], [5.912425, 9.634133, -10.923745], [6.153055, 9.336702, -12.129691], [6.046200, 10.753082, -10.389043], [4.437266, 8.937990, -9.728917], [6.138996, 8.497240, -9.200848], [5.298928, 7.622224, -10.561063], [13.675535, 10.205872, -8.041258], [13.858488, 10.086198, -6.607723], [14.982164, 10.378520, -6.263691], [13.005668, 9.511652, -5.911515], [12.819008, 10.869552, -8.159544], [13.451304, 9.235679, -8.484577], [14.438868, 10.759193, -8.588291], [10.782395, 12.522523, -6.557404], [10.092734, 11.350902, -5.927949], [10.336127, 11.191978, -4.723770], [9.424073, 10.626575, -6.644967], [10.183823, 12.716176, -7.447514], [11.768434, 12.297149, -6.963657], [11.025783, 13.346972, -5.887208], [13.316599, 11.951628, -12.250603], [13.819992, 10.767851, -11.544884], [15.006049, 10.777344, -11.275505], [13.027892, 9.859860, -11.290026], [12.301547, 12.059320, -11.868288], [13.313528, 11.760583, -13.323733], [13.989064, 12.776791, -12.016078], [8.670560, 6.167696, -12.711553], [9.483351, 5.046101, -12.264730], [8.964012, 3.934506, -12.201731], [10.654578, 5.295247, -12.033378], [8.957595, 7.088644, -12.204039], [7.587596, 6.057774, -12.655063], [8.844149, 6.360990, -13.770139], [13.568589, 6.619649, -11.448046], [13.520722, 7.011140, -10.015018], [12.456862, 7.417225, -9.575288], [14.573011, 6.989601, -9.411544], [13.715962, 5.539925, -11.424165], [14.352084, 7.186232, -11.951258], [12.633298, 6.956997, -11.894719], [6.780320, 12.479498, -7.954505], [5.434561, 12.997824, -7.597563], [4.627736, 13.230837, -8.502272], [5.098442, 13.079958, -6.444081], [7.027085, 12.804797, -8.965131], [6.754378, 11.391474, -7.894118], [7.357617, 12.934630, -7.149719]],
  "forces_ev_per_angstrom": [[-1.266, -0.684, -0.224], [0.995, -0.796, -1.710], [-0.714, -0.513, 0.608], [0.105, 2.638, 0.559], [0.082, 0.141, 0.329], [0.536, -0.278, 0.084], [0.370, -0.501, 0.418], [0.428, 0.285, -0.535], [0.463, 0.495, 0.865], [1.262, -0.442, 0.296], [-2.281, -1.241, -0.765], [-0.006, 0.385, 0.074], [0.151, 0.324, 0.103], [0.045, 0.258, 0.191], [-1.205, 0.546, -0.019], [1.956, -1.064, 0.349], [-0.795, 1.542, 0.292], [-1.295, -0.810, -0.269], [0.426, -0.001, 0.153], [0.395, 0.142, -0.516], [0.567, -0.401, -0.055], [-0.243, 0.177, -0.506], [0.789, 0.067, -2.160], [-0.648, 1.397, 3.654], [-0.183, -1.527, -1.268], [0.135, -0.246, 0.449], [-0.307, -0.063, 0.029], [0.252, 0.237, 0.018], [-1.878, 1.060, -1.556], [1.084, -2.053, 0.513], [-0.115, 0.418, 1.193], [0.787, 1.439, -1.033], [-0.524, -0.413, -0.174], [0.036, 0.084, 0.243], [0.619, -0.558, 0.724], [0.094, 0.134, -1.114], [2.103, 0.251, 2.327], [-1.007, -0.065, -2.166], [-0.252, 0.273, 0.186], [0.006, 0.643, 0.217], [-0.102, -0.949, 0.210], [-0.925, -0.198, 0.248], [-0.621, 0.356, 0.129], [0.451, -0.596, -0.054], [-0.460, -0.514, 0.209], [0.767, 0.559, -0.137], [0.114, 0.445, -0.339], [-0.013, -0.158, 0.138], [-0.277, -0.097, -0.032], [-0.975, 1.712, -0.757], [-0.033, -1.332, 0.092], [0.501, 1.143, 0.017], [-0.397, -0.177, 0.017], [0.228, -0.336, 0.110], [0.240, -0.721, 0.472], [0.447, -0.278, 0.015], [-0.529, 0.287, -0.169], [0.443, 0.998, -0.402], [0.124, -0.276, 0.222], [-0.444, -0.144, 0.202], [-0.005, 0.173, -0.472], [0.324, -0.372, 0.431], [-0.026, -0.590, 0.165], [0.181, 0.557, -0.295], [0.964, -1.479, 3.409], [-1.252, 0.542, -1.310], [-0.124, 0.374, -1.783], [0.201, -0.055, 0.015], [-0.195, -0.004, 0.046], [0.425, -0.148, -0.201]],
  "nbo_charge": [-0.49, 0.53, -0.36, -0.39, 0.24, 0.25, 0.24, -0.49, 0.54, -0.43, -0.37, 0.26, 0.28, 0.21, -0.50, 0.52, -0.38, -0.34, 0.23, 0.24, 0.23, -0.48, 0.52, -0.33, -0.44, 0.24, 0.24, 0.25, -0.50, 0.51, -0.35, -0.39, 0.20, 0.27, 0.24, -0.50, 0.53, -0.32, -0.42, 0.21, 0.25, 0.25, -0.49, 0.53, -0.36, -0.42, 0.24, 0.25, 0.24, -0.50, 0.52, -0.36, -0.38, 0.23, 0.23, 0.25, -0.48, 0.54, -0.41, -0.36, 0.24, 0.24, 0.23, -0.48, 0.50, 0.18, -0.11, 0.29, 0.31, 0.29],
  "spin_multiplicity": 2,
  "de_lowest_kcal_mol": 0.00,
  "gap_ev": [5.1, 1.7],
  "e_lumo_ev": [-7.35, -10.75],
  "charge": 1
}